1.
14
Properties=species:S:1:pos:R:3:lowdin_charge:R:1 method="wB97M-V/def2-TZVPD" spin_multiplicity=1 e_above_lowest_kj_mol=404.3 energy_ha=-270.40391 orbital_gap_ev=8.79 lumo_ev=0.659 total_charge=0 max_force_ev_per_a=2.1
C -1.522 -0.233 -0.631 -0.061
C -0.472 -0.124 0.456 -0.283
O 0.484 -1.308 0.081 -0.127
C 0.279 1.252 0.437 -0.191
C 1.630 0.927 -0.088 -0.131
C 1.999 -0.238 -0.329 0.016
H -1.059 0.035 -1.588 0.094
H -1.854 -1.268 -0.684 0.076
H -2.392 0.421 -0.485 0.089
H -0.819 -0.388 1.452 0.131
H 0.888 -1.825 0.807 0.117
H -0.224 1.992 -0.210 0.108
H 0.347 1.720 1.432 0.105
H 2.714 -0.962 -0.649 0.056

2.
14
Properties=species:S:1:pos:R:3:lowdin_charge:R:1 method="wB97M-V/def2-TZVPD" spin_multiplicity=1 e_above_lowest_kj_mol=267.0 energy_ha=-270.45618 orbital_gap_ev=9.42 lumo_ev=0.956 total_charge=0 max_force_ev_per_a=0.8
C -1.288 0.939 1.028 -0.096
C -0.078 0.699 0.173 -0.407
C 0.752 -0.544 0.428 -0.140
C 0.803 -1.179 -0.933 -0.147
O -0.158 -0.468 -1.764 -0.066
C -0.658 0.599 -1.225 0.001
H -1.898 0.037 1.159 0.090
H -1.031 1.325 2.008 0.075
H 0.552 1.595 0.198 0.146
H 0.299 -1.240 1.135 0.115
H 1.746 -0.292 0.787 0.114
H 0.515 -2.222 -0.908 0.119
H 1.761 -1.071 -1.427 0.120
H -1.819 1.723 0.470 0.075

3.
14
Properties=species:S:1:pos:R:3:lowdin_charge:R:1 method="wB97M-V/def2-TZVPD" spin_multiplicity=1 smiles="C=C/C=C(/C)O" e_above_lowest_kj_mol=216.2 energy_ha=-270.47556 orbital_gap_ev=9.31 lumo_ev=0.871 total_charge=0 max_force_ev_per_a=3.9
C -1.978 1.556 1.182 0.019
C -1.302 0.591 0.515 -0.214
C 0.019 0.649 -0.121 -0.096
C 0.680 -0.535 -0.298 -0.368
C 1.884 -0.857 -1.160 -0.039
O 0.162 -1.694 0.327 -0.014
H -2.943 1.305 1.481 0.025
H -1.490 2.447 1.564 0.060
H -1.883 -0.203 -0.077 0.136
H 0.372 1.469 -0.783 0.120
H 2.540 -1.309 -0.328 0.102
H 2.551 -0.168 -1.653 0.068
H 1.683 -1.764 -1.812 0.099
H -0.294 -1.487 1.164 0.102

4.
14
Properties=species:S:1:pos:R:3:lowdin_charge:R:1 method="wB97M-V/def2-TZVPD" spin_multiplicity=1 smiles="C[C@H]1C[C@H]1C=O" e_above_lowest_kj_mol=234.8 energy_ha=-270.46846 orbital_gap_ev=10.53 lumo_ev=1.008 total_charge=0 max_force_ev_per_a=2.9
C 1.052 0.930 0.929 -0.061
C 0.279 -0.373 0.731 -0.282
C -1.259 -0.751 0.416 -0.046
C -0.204 -0.718 -0.633 -0.274
C -0.313 0.371 -1.633 -0.249
O -0.027 0.233 -2.797 0.060
H 0.970 1.783 0.241 0.066
H 1.103 1.320 1.969 0.082
H 1.913 0.309 0.529 0.109
H 0.755 -1.111 1.366 0.121
H -1.927 0.076 0.600 0.090
H -1.730 -1.739 0.576 0.106
H 0.104 -1.665 -1.048 0.146
H -0.718 1.334 -1.247 0.133

5.
14
Properties=species:S:1:pos:R:3:lowdin_charge:R:1 method="wB97M-V/def2-TZVPD" spin_multiplicity=1 smiles=C1C[C@@H]2O[C@@H]2C1 e_above_lowest_kj_mol=153.9 energy_ha=-270.49927 orbital_gap_ev=11.19 lumo_ev=1.148 total_charge=0 max_force_ev_per_a=1.0
C 0.347 -1.011 -0.556 -0.153
C 1.261 0.181 -0.254 -0.158
C 0.427 1.082 0.623 -0.253
O -0.300 0.479 1.683 -0.010
C -1.002 0.720 0.472 -0.261
C -1.192 -0.563 -0.327 -0.096
H 0.735 -1.521 -1.453 0.107
H 0.523 -1.696 0.280 0.100
H 1.606 0.775 -1.116 0.117
H 2.141 -0.308 0.173 0.111
H 0.763 2.099 0.842 0.142
H -1.744 1.522 0.466 0.140
H -1.941 -0.400 -1.129 0.107
H -1.625 -1.359 0.295 0.105

6.
14
Properties=species:S:1:pos:R:3:lowdin_charge:R:1 method="wB97M-V/def2-TZVPD" spin_multiplicity=1 smiles="C=C/C(O)=C/C" e_above_lowest_kj_mol=227.8 energy_ha=-270.47115 orbital_gap_ev=9.09 lumo_ev=0.869 total_charge=0 max_force_ev_per_a=1.5
C -1.851 1.393 1.037 0.019
C -0.897 1.438 0.114 -0.120
C -0.249 0.206 -0.403 -0.363
O -0.693 -0.102 -1.680 0.032
C 0.650 -0.540 0.262 -0.119
C 1.862 -1.273 -0.277 -0.092
H -2.086 0.414 1.426 0.065
H -2.282 2.291 1.446 0.051
H -0.616 2.328 -0.440 0.110
H -0.741 -1.062 -1.708 0.104
H 0.438 -0.705 1.315 0.105
H 1.851 -1.509 -1.339 0.067
H 1.895 -2.223 0.262 0.067
H 2.719 -0.655 -0.015 0.073

7.
14
Properties=species:S:1:pos:R:3:lowdin_charge:R:1 method="wB97M-V/def2-TZVPD" spin_multiplicity=1 smiles=CC#CCOC e_above_lowest_kj_mol=259.1 energy_ha=-270.45919 orbital_gap_ev=10.41 lumo_ev=0.930 total_charge=0 max_force_ev_per_a=0.7
C -1.914 -1.495 -0.605 -0.103
C -0.699 -0.760 -0.962 -0.089
C 0.304 -0.097 -1.059 -0.021
C 1.465 0.766 -0.809 -0.227
O 1.359 1.512 0.389 -0.178
C 0.699 0.952 1.501 -0.107
H -2.699 -0.777 -0.342 0.081
H -2.291 -2.158 -1.391 0.075
H -1.698 -2.101 0.284 0.081
H 1.556 1.514 -1.602 0.122
H 2.380 0.158 -0.819 0.122
H 1.363 0.350 2.137 0.090
H 0.328 1.802 2.080 0.090
H -0.152 0.334 1.200 0.065

8.
14
Properties=species:S:1:pos:R:3:lowdin_charge:R:1 method="wB97M-V/def2-TZVPD" spin_multiplicity=1 e_above_lowest_kj_mol=612.3 energy_ha=-270.32466 orbital_gap_ev=8.45 lumo_ev=0.308 total_charge=0 max_force_ev_per_a=0.4
C 0.612 -0.110 -1.329 -0.177
C 0.992 -0.256 0.142 -0.241
C 0.912 0.813 1.070 -0.013
C -0.347 0.246 0.882 -0.315
C -1.299 0.538 -0.252 -0.179
O -0.496 0.755 -1.395 -0.119
H 1.407 0.326 -1.942 0.129
H 0.362 -1.113 -1.708 0.123
H -0.430 -1.451 0.978 0.191
H 1.402 -1.237 0.440 0.128
H 1.491 0.973 1.971 0.097
H -0.752 -0.630 1.616 0.117
H -1.865 1.457 -0.083 0.131
H -1.988 -0.311 -0.389 0.126